# 1
Entry from the Open Molecules 2025 dataset: a 16-piece molecular cluster, C44H58F5IN16O3 overall in a non-equilibrium geometry (the ωB97M-V functional and the def2-TZVPD basis).

XYZ file:
```
127
Properties=species:S:1:pos:R:3:lowdin_charge:R:1
N -0.88852 -2.01705 4.33070 0.12
C -0.32174 -2.27318 3.24134 -0.24
C -1.19542 -2.80861 2.13990 -0.18
C -0.76381 -2.53922 0.73394 -0.19
C -1.20284 -1.48770 0.07280 -0.55
I -2.47072 -0.06022 0.92737 1.03
C -0.78810 -1.33143 -1.32562 -0.39
O -1.43499 -0.71948 -2.12050 0.09
C 0.47816 -1.95910 -1.76922 -0.08
C 1.09597 -1.33562 -2.95906 -0.11
C 1.64844 0.06264 -2.70649 -0.15
C 2.77676 0.13931 -1.69083 -0.18
C 2.90945 1.49070 -1.07152 -0.29
O 3.53426 2.36635 -1.97055 -0.08
C 0.94543 -3.00331 -1.13140 0.03
C 2.20690 -3.64234 -1.65300 -0.41
F 3.11666 -2.71800 -1.90866 0.15
F 1.89017 -4.28588 -2.78795 0.16
C 2.94135 -4.73112 -0.83227 -0.58
F 4.17534 -4.80617 -1.34443 0.16
F 3.08226 -4.44577 0.44343 0.21
F 2.38428 -5.90478 -1.03522 0.18
C 0.13536 -3.51101 0.00409 -0.26
O 0.11316 -4.66508 0.32207 0.16
H -0.26760 -1.58766 5.02203 -0.01
H 0.73924 -2.11079 3.06414 0.12
H -2.19038 -2.45225 2.31954 0.06
H -1.23735 -3.88530 2.25063 0.12
H 1.81307 -1.97466 -3.43825 0.12
H 0.29199 -1.19157 -3.66610 0.13
H 0.85390 0.76181 -2.49464 0.12
H 2.06420 0.36930 -3.65416 0.10
H 2.59607 -0.56347 -0.88736 0.11
H 3.69747 -0.18996 -2.14116 0.12
H 1.95748 1.85597 -0.69472 0.11
H 3.54626 1.39420 -0.19587 0.12
H 3.97519 3.07838 -1.50264 0.01
C 4.43129 -7.97759 -1.98161 -0.07
C 4.88907 -8.79067 -3.09974 -0.28
N 5.24689 -9.42828 -3.97462 0.12
H 5.03304 -7.07667 -1.91028 0.07
H 3.39289 -7.70227 -2.12864 0.07
H 4.52263 -8.54291 -1.06686 0.08
C 2.08595 -3.10672 7.90284 -0.07
C 1.75237 -2.15855 6.85123 -0.24
N 1.53733 -1.31949 6.10709 0.14
H 3.15248 -3.08134 8.10743 0.07
H 1.53955 -2.82591 8.80095 0.08
H 1.80792 -4.11608 7.61346 0.07
C -3.44190 1.33946 -4.01609 -0.06
C -3.62110 2.65407 -3.43033 -0.25
N -3.75960 3.65862 -2.90690 0.14
H -2.69963 0.77866 -3.45296 0.06
H -4.38310 0.78547 -3.98547 0.03
H -3.11894 1.43420 -5.05070 0.09
C 0.00801 1.97005 5.73800 -0.08
C -1.32916 2.11984 5.19657 -0.29
N -2.37290 2.24005 4.75163 0.14
H 0.67263 2.65479 5.22049 0.03
H 0.00926 2.20406 6.80127 0.08
H 0.36165 0.94703 5.60289 0.04
C 5.19119 3.15251 -5.19240 -0.07
C 4.58552 1.84210 -5.37441 -0.28
N 4.10106 0.81715 -5.50243 0.13
H 4.63240 3.89542 -5.75689 0.08
H 5.18656 3.42274 -4.13851 0.05
H 6.21799 3.13684 -5.55220 0.08
C -2.94978 5.46140 4.85936 -0.07
C -2.11960 6.65313 4.95463 -0.26
N -1.45949 7.58049 5.03903 0.14
H -3.21919 5.11786 5.85488 0.08
H -3.85552 5.68043 4.29886 0.08
H -2.39741 4.67399 4.35185 0.01
C -4.57411 -2.80581 -3.66909 -0.06
C -5.20495 -1.62724 -4.24066 -0.26
N -5.69292 -0.69427 -4.68150 0.14
H -3.49155 -2.70528 -3.72272 0.08
H -4.87121 -2.91396 -2.62950 0.08
H -4.87835 -3.69243 -4.21709 0.06
C 5.23315 -7.65985 5.96325 -0.06
C 4.62232 -6.44919 6.46396 -0.28
N 4.12862 -5.51352 6.87612 0.15
H 4.56334 -8.12888 5.24934 0.08
H 6.17575 -7.42081 5.47655 0.09
H 5.41853 -8.34743 6.78543 0.09
C -7.58936 -5.37016 -1.61114 -0.07
C -6.32843 -5.61290 -2.29451 -0.28
N -5.33866 -5.80337 -2.82830 0.14
H -7.68826 -4.31114 -1.38228 0.06
H -8.41706 -5.67024 -2.24855 0.08
H -7.62201 -5.94387 -0.68752 0.08
C -4.22176 7.06345 -2.59160 -0.08
C -4.39193 8.03455 -1.52016 -0.30
N -4.52826 8.79136 -0.67762 0.12
H -5.09885 7.06530 -3.23426 0.08
H -3.34551 7.31664 -3.18371 0.08
H -4.09135 6.06706 -2.17652 0.03
C 1.82260 4.77315 0.59497 -0.06
C 3.19504 4.76317 0.12637 -0.26
N 4.24500 4.74885 -0.31965 0.15
H 1.46147 5.79462 0.69062 0.09
H 1.19941 4.24313 -0.12195 0.08
H 1.74965 4.28075 1.56267 0.06
C -3.41182 4.11987 0.67754 -0.06
C -2.23855 3.98098 1.52996 -0.27
N -1.31505 3.88079 2.19247 0.15
H -3.37388 5.07216 0.15400 0.07
H -3.43690 3.31500 -0.05452 0.05
H -4.31360 4.08270 1.28474 0.09
C 8.28247 1.49987 -3.23895 -0.06
C 7.58593 2.62777 -2.63728 -0.29
N 7.04225 3.51200 -2.16606 0.15
H 9.33777 1.73705 -3.35164 0.08
H 8.17835 0.62324 -2.60421 0.08
H 7.85784 1.28217 -4.21682 0.07
C 1.34586 6.88435 4.58108 -0.09
C 0.93857 5.52303 4.27128 -0.25
N 0.61607 4.45726 4.03464 0.14
H 0.80710 7.58127 3.94431 0.07
H 1.11507 7.10698 5.61941 0.08
H 2.41600 6.99378 4.41567 0.08
C -9.49554 -0.51091 -4.70498 -0.07
C -9.17287 -1.46929 -3.66080 -0.29
N -8.90294 -2.21817 -2.84436 0.14
H -8.89545 -0.71840 -5.58759 0.08
H -10.55042 -0.58455 -4.95944 0.08
H -9.27913 0.49592 -4.35671 0.08
```

Summary:
E_tot in a.u.: -3610.0827
HOMO level in eV: -9.55
Molar mass in g/mol: 1081.0
HOMO-LUMO gap in eV: 7.99


# 2
Entry from the Open Molecules 2025 dataset: C44H58FeN4P2S3Si as an isolated structure in a non-equilibrium geometry (the ωB97M-V functional and the def2-TZVPD basis).

XYZ file:
```
113
Properties=species:S:1:pos:R:3:lowdin_spin:R:1
Fe 0.74731 -1.22289 -0.18750 3.64
C -7.39426 0.04616 -0.43494 0.00
S -7.28584 0.84006 1.18038 0.00
C -5.85419 -0.12576 1.86493 0.00
C -4.52831 -0.02011 1.06380 0.00
C -3.44222 -1.02273 1.58702 0.00
N -2.13052 -0.97954 0.85258 0.01
P -1.42136 -2.36186 0.15469 0.03
C -1.69685 -3.74652 1.25949 0.00
C -1.57064 -3.58462 2.67671 0.00
C -1.35719 -4.73873 3.45548 0.00
C -1.50594 -5.99326 2.88340 0.00
C -1.81232 -6.12022 1.56190 0.00
C -2.03536 -5.00844 0.78514 0.00
C -2.42709 -2.82634 -1.34337 0.01
C -1.75523 -3.36250 -2.45138 0.00
C -2.49456 -3.78710 -3.54160 0.00
C -3.87613 -3.56103 -3.61538 0.00
C -4.55525 -2.97466 -2.56448 0.00
C -3.79662 -2.59882 -1.41008 0.00
P -1.03217 0.37832 0.76095 0.03
C -1.22004 1.13897 2.37407 0.01
C -2.25749 2.06166 2.62612 0.00
C -2.40231 2.60514 3.89678 0.00
C -1.51946 2.30634 4.92712 0.00
C -0.56922 1.35418 4.71287 0.00
C -0.38907 0.77991 3.42468 0.00
C -1.86349 1.67585 -0.27380 0.00
C -2.61961 1.46762 -1.42934 0.00
C -2.88430 2.48168 -2.32008 0.00
C -2.43960 3.77776 -2.08907 0.00
C -1.63996 4.01476 -0.98695 0.00
C -1.29278 2.93215 -0.14881 0.00
H -8.33194 0.39109 -0.90576 0.00
H -7.48753 -1.02064 -0.51725 0.00
H -6.55473 0.45526 -1.07888 0.00
H -6.09717 -1.14627 2.14691 0.00
H -5.68616 0.36342 2.84851 0.00
H -4.13771 1.03285 1.07909 0.00
H -4.72020 -0.29578 -0.01722 0.00
H -3.81755 -2.04302 1.58165 0.00
H -3.24094 -0.89911 2.68049 0.00
H -1.51285 -2.51502 3.07950 0.00
H -1.25815 -4.63046 4.55541 0.00
H -1.30408 -6.83130 3.52819 0.00
H -2.06433 -7.15088 1.16347 0.00
H -2.35034 -5.21711 -0.22044 0.00
H -0.71233 -3.51035 -2.39616 0.00
H -2.11240 -4.10248 -4.48880 0.00
H -4.55225 -3.83055 -4.43241 0.00
H -5.64708 -2.85296 -2.74210 0.00
H -4.32649 -2.26420 -0.54087 0.00
H -2.97308 2.34691 1.86244 0.00
H -3.27309 3.27787 4.06427 0.00
H -1.51867 2.88668 5.84832 0.00
H 0.15809 0.96920 5.45679 0.00
H 0.45870 0.09039 3.40479 0.00
H -2.99011 0.48340 -1.62047 0.00
H -3.44975 2.28155 -3.17842 0.00
H -2.48637 4.57818 -2.89145 0.00
H -1.20374 4.98893 -0.97878 0.00
H -0.66076 3.17342 0.67925 0.00
C 5.66282 1.38135 3.02734 0.00
C 4.67077 2.36605 2.48618 0.00
C 4.98923 3.02212 1.30690 0.00
C 4.02775 4.09642 0.94879 0.00
N 2.99104 4.40675 1.69509 0.00
C 2.79744 3.80365 2.85166 0.00
S 1.62105 4.31953 3.93705 0.00
N 3.59510 2.72851 3.15659 0.00
C 4.36066 4.95858 -0.26893 0.00
H 5.20389 0.71345 3.76277 0.00
H 6.53115 1.86484 3.50195 0.00
H 6.14585 0.73558 2.29028 0.00
H 5.89787 2.90973 0.80366 0.00
H 3.34119 2.04000 3.86379 0.00
H 4.79540 4.28626 -1.09903 0.00
H 5.14520 5.63848 0.04404 0.00
H 3.50224 5.51983 -0.61482 0.00
S 2.98779 -0.62820 3.83767 0.03
C 2.33115 -1.18352 2.42411 0.03
N 1.73461 -1.55268 1.52320 0.04
C 1.68809 -1.49071 -3.91580 0.01
Si 2.12668 -0.78927 -2.19973 0.06
C 4.00767 -1.25628 -1.82426 0.01
C 4.96932 -1.25329 -3.05212 0.00
C 4.05472 -2.77578 -1.46557 0.00
C 4.50825 -0.41984 -0.61118 0.00
C 1.95952 1.16663 -2.56587 0.01
C 2.10861 2.07714 -1.37976 0.00
C 0.57604 1.38046 -3.25894 0.00
C 3.12080 1.57356 -3.50958 0.00
H 2.14026 -0.87336 -4.69508 0.00
H 0.62186 -1.50658 -3.99955 0.00
H 2.13430 -2.45532 -4.19525 0.00
H 4.38623 -1.58663 -3.96052 0.00
H 5.78358 -1.95304 -2.92029 0.00
H 5.43937 -0.30573 -3.32245 0.00
H 4.14455 -3.28507 -2.44495 0.00
H 3.37087 -3.19425 -0.74235 0.00
H 5.04199 -3.03911 -1.02211 0.00
H 4.52325 0.62938 -0.77856 0.00
H 5.53675 -0.72379 -0.55826 0.00
H 3.94816 -0.68217 0.27669 0.00
H 1.44229 1.82220 -0.53049 0.00
H 1.93515 3.10290 -1.65921 0.00
H 3.13851 2.05707 -1.08581 0.00
H -0.20737 0.91186 -2.67378 0.00
H 0.59967 1.14150 -4.32788 0.00
H 0.34221 2.43374 -3.12917 0.00
H 4.02993 1.51759 -2.89760 0.00
H 3.12437 2.59822 -3.85925 0.00
H 3.24724 0.91674 -4.39102 0.00
```

Summary:
Energy relative to the best compared isomer or geometry (same formula, charge and spin) in kJ/mol: 84.6
E_tot in a.u.: -5360.8845
HOMO level (alpha / beta) in eV: -7.48 / -7.49
Molar mass in g/mol: 885.1
HOMO-LUMO gap (alpha / beta) in eV: 7.38 / 6.97
<S²>: 6.02
2S+1: 5